# 1
Below is C18H26N3O3PtS as an isolated structure, with properties calculated with ωB97M-V/def2-TZVPD.

Geometry as XYZ:
```
52
Properties=species:S:1:pos:R:3:nbo_charge:R:1
Pt -1.0511 -0.1756 -0.3265 0.892
C -0.7494 4.6036 -1.4533 -0.419
N 0.4771 3.8410 -1.2508 -0.393
C 1.6983 4.6204 -1.1072 -0.418
C 0.4228 2.5134 -1.0895 0.687
O -0.6409 1.8966 -1.1740 -0.679
C 1.7490 1.8208 -0.8026 -0.159
O 1.5983 0.4183 -0.7316 -0.515
C 2.2533 -0.1642 0.3677 -0.166
C 1.4965 0.1782 1.6610 0.663
O 0.3943 0.7288 1.5679 -0.677
N 2.0623 -0.1218 2.8371 -0.405
C 1.3630 0.1764 4.0784 -0.423
C 3.2900 -0.8864 2.9859 -0.410
H -0.7437 5.0641 -2.4419 0.210
H -1.6039 3.9425 -1.3690 0.246
H -0.8202 5.3865 -0.6980 0.209
H 1.5783 5.5471 -1.6637 0.228
H 1.8926 4.8719 -0.0619 0.208
H 2.5620 4.1038 -1.5175 0.211
H 2.4646 2.0556 -1.5951 0.212
H 2.1374 2.2365 0.1328 0.206
H 2.2340 -1.2443 0.2128 0.227
H 3.2982 0.1542 0.4138 0.202
H 0.4979 0.7955 3.8670 0.248
H 1.0439 -0.7490 4.5633 0.202
H 2.0354 0.7062 4.7536 0.214
H 3.7615 -1.0845 2.0296 0.214
H 3.9938 -0.3388 3.6136 0.216
H 3.0735 -1.8439 3.4642 0.210
C -3.1114 0.1953 -0.9211 -0.558
C -2.8215 -1.0152 -1.6420 -0.153
C -2.0721 -0.9946 -2.8554 -0.188
C -1.8011 -2.1641 -3.5457 -0.228
C -2.2848 -3.3826 -3.0854 -0.212
C -3.0466 -3.4279 -1.9067 -0.239
C -3.3021 -2.2855 -1.1949 -0.137
H -3.8284 0.1574 -0.1116 0.220
H -3.0712 1.1307 -1.4672 0.225
H -1.7391 -0.0393 -3.2424 0.227
H -1.2307 -2.1200 -4.4643 0.226
H -2.0970 -4.2894 -3.6443 0.224
H -3.4445 -4.3742 -1.5622 0.224
H -3.8913 -2.3232 -0.2866 0.211
S -0.1622 -4.5108 0.9617 0.514
C -0.5142 -3.5509 2.3336 -0.443
C -0.7150 -2.2643 1.9650 -0.052
N -0.5917 -2.0422 0.6108 -0.524
C -0.3119 -3.1448 -0.0326 -0.140
H -0.5662 -3.9777 3.3210 0.264
H -0.9637 -1.4362 2.6102 0.243
H -0.2018 -3.1934 -1.1061 0.258
```

Values from the calculation:
- ⟨S²⟩ = 2.038
- relative energy (zero: lowest compared OMol25 entry of this formula, charge and spin) (kcal/mol) = 0.8
- total charge = +1
- LUMO (alpha / beta) (eV) = -2.1 / -3.3
- orbital gap (alpha / beta) (eV) = 7.01 / 7.92
- energy (eV) = -43775.3854
- multiplicity = 3
- HOMO level (alpha / beta) (eV) = -9.08 / -11.22

---

# 2
Below is one molecule with the formula C4H3PS in a non-equilibrium geometry, with properties calculated with ωB97M-V/def2-TZVPD.

Geometry as XYZ:
```
9
Properties=species:S:1:pos:R:3:nbo_charge:R:1
C 1.8278 -3.2326 1.8563 0.029
C 1.2316 -2.2094 1.9541 -0.652
C -0.6770 0.0135 0.0890 -0.634
C 0.6794 0.4395 0.6565 -0.599
P -0.7849 1.2414 1.5547 0.559
S 1.0744 -0.4990 2.1676 0.567
H -1.0105 0.3703 -0.8516 0.243
H -0.7851 -0.9932 0.2216 0.238
H 1.4218 1.0463 0.2308 0.250
```

Values from the calculation:
- relative energy (zero: lowest compared OMol25 entry of this formula, charge and spin) (kcal/mol) = 85.3
- total charge = 0
- LUMO (alpha / beta) (eV) = -2.0 / -2.7
- orbital gap (alpha / beta) (eV) = 7.65 / 6.12
- energy (eV) = -24313.0511
- HOMO level (alpha / beta) (eV) = -9.62 / -8.84

---

# 3
Below is C4H6Br2O as an isolated structure in a non-equilibrium geometry, with properties calculated with ωB97M-V/def2-TZVPD.

Geometry as XYZ:
```
13
Properties=species:S:1:pos:R:3:nbo_charge:R:1
C -0.9776 -0.1871 -0.3851 -0.287
C -0.2247 0.7515 0.0725 -0.034
C -2.4236 -0.0046 -0.7694 -0.626
C 2.1136 -0.0429 0.5259 0.058
O 2.1507 -0.2336 1.8373 -0.719
Br 2.1812 -1.6719 -0.5394 0.005
Br 3.3126 1.3104 -0.1694 0.022
H -0.5994 -1.1977 -0.5110 0.233
H -0.1753 1.7801 0.3321 0.204
H -3.0529 -0.5137 -0.0377 0.223
H -2.6003 -0.4495 -1.7476 0.222
H -2.6902 1.0498 -0.7955 0.215
H 2.9860 -0.5909 2.1871 0.484
```

Values from the calculation:
- relative energy (zero: lowest compared OMol25 entry of this formula, charge and spin) (kcal/mol) = 94.1
- total charge = 0
- LUMO (alpha / beta) (eV) = -0.3 / -0.1
- orbital gap (alpha / beta) (eV) = 8.08 / 8.33
- energy (eV) = -146373.4791
- HOMO level (alpha / beta) (eV) = -8.40 / -8.40

---

# 4
Below is one molecule with the formula C19H20N4O3S2 in a non-equilibrium geometry, with properties calculated with ωB97M-V/def2-TZVPD.

Geometry as XYZ:
```
48
Properties=species:S:1:pos:R:3:nbo_charge:R:1
C -4.7806 -4.1908 0.6737 -0.623
C -4.5047 -2.7674 0.2953 -0.022
C -5.4524 -2.0521 -0.4459 -0.203
C -5.2485 -0.7431 -0.8208 -0.224
C -4.0645 -0.1131 -0.4479 0.180
N -3.7057 1.1697 -0.7399 -0.496
C -2.5489 1.4648 -0.2631 0.262
N -2.0503 2.7299 -0.4493 -0.627
C -0.8383 3.3421 -0.2480 0.707
O -0.7250 4.5126 -0.5384 -0.586
C 0.3113 2.5085 0.2705 -0.359
C 1.3747 3.3869 0.9337 -0.380
C 2.5400 2.5096 1.3804 -0.430
C 3.1090 1.7519 0.1817 -0.229
N 2.0998 0.9936 -0.5304 -0.672
S 1.7366 -0.4977 0.1511 2.320
O 1.5188 -0.4301 1.5690 -0.945
O 0.7182 -1.0918 -0.6623 -0.936
C 3.2768 -1.3569 -0.1544 -0.390
C 3.6456 -1.6179 -1.4621 -0.122
C 4.8383 -2.2880 -1.6827 -0.257
C 5.5949 -2.6563 -0.5769 0.059
N 5.2360 -2.4089 0.6715 -0.409
C 4.0959 -1.7751 0.8810 0.061
C 0.9489 1.7720 -0.9242 -0.228
S -1.7362 0.1751 0.6385 0.373
C -3.1131 -0.8335 0.3034 -0.237
C -3.3245 -2.1493 0.6735 -0.209
H -4.9824 -4.7872 -0.2149 0.218
H -5.6578 -4.2469 1.3175 0.219
H -3.9350 -4.6246 1.2005 0.214
H -6.3686 -2.5489 -0.7307 0.209
H -5.9809 -0.1973 -1.3933 0.224
H -2.7384 3.3439 -0.8792 0.431
H -0.0337 1.7713 0.9979 0.235
H 0.9410 3.9073 1.7887 0.222
H 1.7125 4.1409 0.2197 0.216
H 2.1912 1.7853 2.1183 0.227
H 3.3256 3.1177 1.8304 0.218
H 3.8789 1.0456 0.5001 0.217
H 3.5528 2.4535 -0.5331 0.206
H 2.9991 -1.3026 -2.2660 0.241
H 5.1727 -2.5194 -2.6816 0.229
H 6.5357 -3.1778 -0.6922 0.199
H 3.8138 -1.5888 1.9079 0.220
H 0.2447 1.0749 -1.3812 0.245
H 1.2702 2.5034 -1.6733 0.216
H -2.5754 -2.6788 1.2417 0.217
```

Values from the calculation:
- relative energy (zero: lowest compared OMol25 entry of this formula, charge and spin) (kcal/mol) = 0.0
- total charge = 0
- LUMO (eV) = 0.2
- SMILES string = Cc1ccc2nc(NC(=O)[C@@H]3CCCN(S(=O)(=O)c4cccnc4)C3)sc2c1
- orbital gap (eV) = 8.39
- energy (eV) = -53801.7190
- HOMO level (eV) = -8.18